w:
Here is 2 unconnected molecules or ions with the total composition C2H7S3 from OMol25. Energies are from wB97M-V/def2-TZVPD.

Calculated values
HOMO level ... -3.0 eV
LUMO ... 3.22 eV
Gap between HOMO and LUMO ... 6.21 eV
Charge ... -1

Cartesian coordinates (Å):
C 1.48772 1.30607 0.00968
C 0.17969 0.79637 0.58697
S 0.45511 -0.58032 1.77121
H 1.84853 0.55698 -0.70543
H 2.28377 1.39289 0.74818
H 1.39712 2.26072 -0.52562
H -0.51498 0.50916 -0.20204
H -0.33135 1.57570 1.16291
S -1.52907 -2.14364 -1.78727
S -1.84016 -2.57985 0.22224
H -2.62431 -1.40240 -2.01508
H -0.81205 -1.69167 0.73424



x:
Here is 2 unconnected molecules or ions with the total composition C2H7S3 from OMol25. Energies are from wB97M-V/def2-TZVPD.

Calculated values
HOMO level ... -2.1 eV
LUMO ... 3.16 eV
Gap between HOMO and LUMO ... 5.29 eV
Charge ... -1

Cartesian coordinates (Å):
C -0.31283 1.60932 0.31880
S 0.59298 3.03715 -0.49234
H -0.78488 2.02625 1.24157
H 0.56444 1.11394 0.62473
H -0.81876 1.19946 -0.54983
C 1.45142 -1.26803 -0.90600
S 0.25539 -1.24216 0.55261
S -1.58297 -2.10183 0.38862
H 1.04907 -1.96766 -1.65878
H 1.19245 -0.35299 -1.50013
H 2.55104 -1.26589 -0.52624
H 1.16879 2.10863 -1.29035



Which of them is most stable, and which least? Most stable: w; least stable: x.



w:
Here is 7 unconnected molecules or ions with the total composition C28H56O7 from OMol25. Energies are from wB97M-V/def2-TZVPD.

Calculated values
HOMO level ... -9.4 eV
LUMO ... 0.55 eV
Gap between HOMO and LUMO ... 9.90 eV
Structure (SMILES) ... C1CCOC1.C1CCOC1.C1CCOC1.C1CCOC1.C1CCOC1.C1CCOC1.C1CCOC1
Charge ... 0

Cartesian coordinates (Å):
C 1.57279 -2.64045 3.07939
C 1.22050 -1.31700 3.74959
C 2.48137 -0.62814 3.77089
O 3.51345 -1.54216 3.36504
C 3.02869 -2.91029 3.52901
H 1.42986 -2.63357 1.99882
H 0.89530 -3.42887 3.40726
H 0.68138 -1.54410 4.66931
H 0.50364 -0.65526 3.26347
H 2.66797 -0.30806 4.79599
H 2.50463 0.24362 3.11698
H 3.17066 -3.13427 4.58626
H 3.70977 -3.41079 2.84072
C -3.44530 -4.27777 5.20541
C -3.65243 -4.27459 3.67528
C -2.33000 -3.57472 3.16720
O -2.32372 -2.44070 4.07175
C -2.73047 -2.91258 5.38720
H -2.88464 -5.10218 5.64600
H -4.40038 -4.33328 5.72774
H -4.55742 -3.76010 3.35218
H -3.74903 -5.31934 3.37988
H -2.49761 -3.26505 2.13565
H -1.36566 -4.06510 3.30020
H -3.54939 -2.32017 5.79527
H -1.90790 -3.01572 6.09491
C -0.44691 5.29006 -0.78877
C -0.99919 6.52102 -0.11664
C -2.46710 6.20753 0.03774
O -2.60484 4.75639 -0.09207
C -1.33291 4.19227 -0.08765
H 0.62646 5.19543 -0.62436
H -0.61243 5.36935 -1.86321
H -0.91586 7.41987 -0.72756
H -0.45478 6.78688 0.78947
H -3.00422 6.85684 -0.65364
H -2.66284 6.45692 1.08062
H -1.33318 3.22263 -0.58554
H -0.94280 4.02454 0.91624
C 0.51018 -1.78034 -0.38419
C -0.92596 -1.27548 -0.19421
C -0.81396 0.14124 -0.71824
O 0.50226 0.59122 -0.37982
C 1.29422 -0.49349 -0.04665
H 0.78539 -2.05709 -1.40192
H 0.64659 -2.73922 0.11584
H -1.14741 -1.21814 0.87151
H -1.60828 -1.87185 -0.79992
H -1.67781 0.63715 -0.27560
H -0.82570 -0.04746 -1.79172
H 1.50327 -0.48609 1.02309
H 2.23565 -0.57571 -0.58983
C 5.82911 -3.37089 -1.87376
C 5.07055 -3.19732 -0.56221
C 6.00410 -2.26412 0.30074
O 6.57974 -1.41913 -0.69055
C 6.88229 -2.18023 -1.80903
H 5.20604 -3.31722 -2.76651
H 6.29914 -4.35205 -1.94067
H 4.94027 -4.06736 0.08134
H 4.14546 -2.63268 -0.67843
H 6.83222 -2.66594 0.88458
H 5.46994 -1.73074 1.08704
H 7.90073 -2.44188 -1.52195
H 6.88044 -1.73370 -2.80337
C -4.69677 0.90911 -3.01507
C -5.18659 0.25982 -1.74646
C -5.84844 -1.03863 -2.24086
O -5.11571 -1.35845 -3.38807
C -4.70032 -0.19898 -4.07859
H -3.72485 1.39520 -2.93037
H -5.47950 1.60046 -3.32726
H -5.93302 0.83677 -1.20049
H -4.29217 0.01995 -1.17150
H -6.88686 -0.84461 -2.50944
H -5.93414 -1.87051 -1.54176
H -5.34504 0.03155 -4.92670
H -3.71597 -0.43670 -4.48188
C 0.52580 3.05969 -3.86966
C 1.48475 3.07562 -2.73334
C 2.55496 3.98311 -3.11066
O 1.88652 4.98923 -3.88593
C 0.71899 4.46967 -4.51549
H -0.48488 2.70998 -3.65912
H 0.90493 2.41007 -4.65855
H 1.86971 2.06986 -2.56495
H 0.80732 3.50607 -1.99584
H 3.27640 3.38224 -3.66437
H 3.20896 4.36242 -2.32549
H 0.90426 4.38194 -5.58604
H -0.15235 5.11486 -4.40326



x:
Here is 7 unconnected molecules or ions with the total composition C28H56O7 from OMol25. Energies are from wB97M-V/def2-TZVPD.

Calculated values
HOMO level ... -9.0 eV
LUMO ... 0.75 eV
Gap between HOMO and LUMO ... 9.76 eV
Structure (SMILES) ... C1CCOC1.C1CCOC1.C1CCOC1.C1CCOC1.C1CCOC1.C1CCOC1.C1CCOC1
Charge ... 0

Cartesian coordinates (Å):
C 0.76587 2.04148 -0.29022
C 1.06585 0.80703 0.54766
C 0.17614 1.00748 1.79893
O -0.70623 2.09704 1.52355
C -0.67053 2.33441 0.12277
H 0.84738 1.88401 -1.36864
H 1.41726 2.88022 -0.03548
H 2.09278 0.61095 0.86340
H 0.76755 -0.11251 0.03208
H 0.78521 1.26034 2.66524
H -0.37306 0.09164 2.03268
H -0.94519 3.37247 -0.07147
H -1.39134 1.67391 -0.37428
C 4.86489 0.32437 2.68678
C 4.99228 1.54196 1.74392
C 4.13969 2.62849 2.40550
O 3.24382 1.92180 3.26091
C 3.98763 0.86586 3.81739
H 5.82689 -0.01992 3.05539
H 4.33533 -0.47009 2.16075
H 4.69580 1.31298 0.72268
H 6.02620 1.89363 1.67638
H 3.49429 3.15413 1.70108
H 4.73052 3.35447 2.97006
H 3.32013 0.13611 4.27015
H 4.65922 1.20912 4.62409
C 1.68068 -3.48799 3.49951
C 0.91571 -3.31615 4.79697
C 0.10198 -2.05493 4.54064
O 1.00897 -1.22715 3.84073
C 1.92213 -2.03270 3.07819
H 1.06043 -3.98709 2.75363
H 2.62773 -4.00747 3.62642
H 1.60896 -3.08878 5.61260
H 0.34683 -4.18825 5.12339
H -0.15498 -1.62336 5.50716
H -0.78689 -2.23596 3.92744
H 2.91662 -1.69179 3.36259
H 1.74520 -1.86101 2.01324
C -1.72452 5.03295 -2.82923
C -2.34824 5.07732 -4.21797
C -1.39087 4.17155 -4.97666
O -0.09021 4.49995 -4.49163
C -0.21563 4.99617 -3.16674
H -2.02716 4.11561 -2.31927
H -1.93172 5.87158 -2.16623
H -2.35439 6.08459 -4.63721
H -3.36395 4.68100 -4.26097
H -1.41814 4.27548 -6.06135
H -1.59821 3.11293 -4.76021
H 0.18460 6.01349 -3.15906
H 0.31972 4.37597 -2.44431
C 2.51536 -0.64260 -3.21982
C 1.49582 -1.71489 -2.84315
C 2.35386 -2.77400 -2.12049
O 3.70588 -2.36083 -2.21900
C 3.68671 -0.94130 -2.28907
H 2.12730 0.37063 -3.12213
H 2.88446 -0.77162 -4.23797
H 0.97508 -2.16960 -3.68668
H 0.70053 -1.27331 -2.24006
H 2.22382 -3.77131 -2.53935
H 2.07197 -2.85900 -1.05857
H 4.62150 -0.59144 -2.72462
H 3.57906 -0.53506 -1.27421
C -5.35828 0.88187 -2.93112
C -5.23426 -0.19732 -1.85187
C -3.78599 -0.08410 -1.32490
O -3.09514 0.73271 -2.26775
C -4.03049 1.63895 -2.81336
H -6.21324 1.53634 -2.78469
H -5.39963 0.42965 -3.92165
H -5.47407 -1.19935 -2.21071
H -5.90942 -0.07235 -1.00110
H -3.24464 -1.02350 -1.25161
H -3.78514 0.44398 -0.36390
H -3.58960 2.04077 -3.72604
H -4.14120 2.51034 -2.14157
C -3.28637 -4.81496 1.50702
C -2.08931 -4.26911 2.28233
C -1.27466 -3.57942 1.19573
O -2.22599 -3.08366 0.27406
C -3.49575 -3.74003 0.45303
H -4.15291 -4.97645 2.15021
H -3.08943 -5.80695 1.08949
H -1.54890 -5.02516 2.85058
H -2.44501 -3.50557 2.97926
H -0.57373 -4.25088 0.68386
H -0.69541 -2.75287 1.61838
H -3.80357 -4.10829 -0.52182
H -4.18223 -2.99761 0.87024



Which of them is most stable, and which least? Most stable: x; least stable: w.



w:
Here is 6 unconnected molecules or ions with the total composition H11O5S from OMol25. Energies are from wB97M-V/def2-TZVPD.

Calculated values
HOMO level (spin up / spin down) ... 3.3 / -2.6 eV
LUMO (spin up / spin down) ... 5.18 / 5.17 eV
Multiplicity ... 2
Gap between HOMO and LUMO (spin up / spin down) ... 1.90 / 7.76 eV
Charge ... -2

Cartesian coordinates (Å):
S -0.33386 0.94359 -2.16817
H -1.63285 1.30545 -2.02017
H 0.28718 -1.29537 0.74440
H -0.71805 -0.43307 -0.21830
O -0.54154 -1.37173 0.39088
H 1.38182 -3.55051 5.49303
H -0.04702 -3.42863 4.95335
O 0.54837 -3.07994 5.61469
H -0.21474 4.06115 -0.64896
H -0.63471 2.87314 0.19178
O -0.33961 3.82545 0.20810
H 1.02224 1.39574 1.39156
H 0.85055 1.11083 -0.21117
O 1.52090 1.31131 0.56828
H -0.03200 -1.97258 -4.93445
H -0.55467 -0.54419 -4.21803
O -0.56201 -1.15064 -5.13684



x:
Here is 7 unconnected molecules or ions with the total composition H11O5S from OMol25. Energies are from wB97M-V/def2-TZVPD.

Calculated values
HOMO level (spin up / spin down) ... -1.8 / -1.3 eV
LUMO (spin up / spin down) ... 5.75 / 5.15 eV
Multiplicity ... 2
Gap between HOMO and LUMO (spin up / spin down) ... 7.54 / 6.50 eV
Charge ... -2

Cartesian coordinates (Å):
S 1.80177 2.89141 -2.58832
H -2.21066 2.11767 2.86907
H -2.72703 -3.84930 2.16641
H -2.58563 1.54723 2.56211
O -1.88774 -3.49099 1.85201
H -0.99971 -4.29833 1.17103
H 0.02553 -4.39206 -0.14841
O -0.23156 -4.87122 0.64724
H -0.77851 -0.66013 1.23360
H -1.76764 -1.95364 1.46218
O -1.68570 -0.96386 1.22309
H 0.31511 2.16017 -1.04621
H -1.08722 1.73966 -1.39545
O -0.52435 1.84973 -0.61478
H 4.31824 4.67358 -2.96784
H 4.95289 3.29001 -3.08518
O 5.07221 4.21004 -3.34055



Which of them is most stable, and which least? Most stable: x; least stable: w.